Formula: C8H13N4
Source: the Open Molecules 2025 dataset
Level of theory: ωB97M-V with the def2-TZVPD basis set

Its expectation value of S² is 2.023. As for the energy relative to the best compared isomer or geometry (same formula, charge and spin): 46.34 kcal/mol. As for the charge: +1. Its spin multiplicity is 3.

CARTESIAN COORDINATES (ANGSTROEM)
1 C 1.678 3.235 0.222
2 C 0.424 2.578 0.331
3 C 2.767 2.616 -0.282
4 C 0.389 1.332 -0.192
5 C 1.572 0.738 -0.694
6 C -0.957 0.439 -0.194
7 C 0.238 -1.112 1.139
8 C -1.714 -1.898 -0.181
9 N 2.688 1.409 -0.718
10 N 1.557 -0.503 -1.251
11 N 0.363 -1.187 -1.292
12 N -0.511 -0.953 -0.120
13 H 1.644 4.309 0.352
14 H -0.394 3.159 0.589
15 H 3.750 2.972 -0.607
16 H -1.402 0.780 0.663
17 H -1.597 0.658 -1.049
18 H 0.841 -1.952 1.130
19 H 0.854 -0.344 1.407
20 H -0.508 -1.310 1.858
21 H -1.715 -2.751 0.531
22 H -2.506 -1.222 -0.034
23 H -1.742 -2.248 -1.154
24 H 2.314 -1.245 -1.287
25 H -0.080 -0.909 -2.119

Atoms 1-2, force components in eV/Å:
0.2 3.5 0.7
-0.5 -1.5 -0.1